# C4H8O2

A single C4H8O2 molecule at a distorted geometry (ωB97M-V/def2-TZVPD, the OMol25 dataset).

```
14
Properties=species:S:1:pos:R:3:forces:R:3:lowdin_charge:R:1
C -1.0308 0.4035 -1.0846 -0.173 0.010 -0.190 -0.01
C -0.0835 0.4636 0.0775 -0.746 -0.132 -0.071 -0.68
O 0.0950 1.7524 0.6130 0.028 0.386 -0.481 0.01
C -0.1092 -0.5585 1.0713 -0.914 1.214 0.856 0.06
C 1.3050 -0.1382 -0.1046 -0.804 -1.387 2.416 -0.05
O 1.4852 -1.5742 0.0682 1.759 -0.595 -1.850 -0.12
H -2.0522 0.6321 -0.7569 0.079 -0.025 -0.091 0.09
H -1.0273 -0.5928 -1.5362 -0.033 0.096 0.065 0.09
H -0.7110 1.1266 -1.8375 -0.072 -0.064 0.031 0.09
H -0.7992 2.0831 0.7782 0.290 0.021 0.074 0.11
H 0.3359 -0.4305 2.0374 -0.259 0.474 0.325 0.10
H -0.6544 -1.5028 0.9184 0.901 0.414 -0.278 0.11
H 2.0897 0.3821 0.4487 -0.224 -0.209 -0.063 0.12
H 1.1569 -2.0465 -0.6928 0.168 -0.205 -0.745 0.08
```
Forces are in eV/Å.

Output
**HOMO-LUMO gap (alpha / beta)**: 7.897 / 7.897 eV
**Molecular weight**: 88.11 g/mol
**Energy relative to the best compared isomer or geometry (same formula, charge and spin)**: 5.222 eV
**Maximum force**: 2.90 eV/Å
**2S+1**: 1
**LUMO level (alpha / beta)**: 0.606 / 0.607 eV
**HOMO level (alpha / beta)**: -7.29 / -7.29 eV